Entry from the OMol25 dataset: C20H24F2N2O3 in the gas phase (ωB97M-V/def2-TZVPD).

```
51
Properties=species:S:1:pos:R:3:forces:R:3:nbo_charge:R:1
C 1.205434 -3.202270 1.111483 -0.0117 -0.1292 0.4201 -0.41
N 1.008221 -2.567566 -0.168780 -0.0429 -0.0818 -0.1965 -0.41
C 0.092231 -1.607757 -0.412363 0.3915 -0.3187 -0.1721 0.64
O -0.013955 -1.057502 -1.499002 -0.2045 0.2150 0.0441 -0.62
C -0.836344 -1.217131 0.678950 -0.8359 0.5310 0.5818 0.04
N -0.706870 -1.464527 1.959323 0.9165 -0.4939 -0.2755 -0.12
O -1.738820 -0.870086 2.595472 -0.6487 0.4711 0.1721 -0.26
C -2.518623 -0.248525 1.695366 0.2177 -0.1169 -1.0746 0.30
C -1.998298 -0.429573 0.448482 -0.2396 -0.0321 0.6487 -0.33
H -2.350175 -0.080439 -0.498345 -0.1025 0.1155 -0.1727 0.26
C -3.719259 0.489477 2.190906 0.1075 -0.2937 0.6225 -0.11
O -4.346029 1.247694 1.184213 0.0177 0.1335 -0.2090 -0.46
C -3.667916 2.234222 0.541251 0.0109 0.2376 -0.2141 0.16
C -4.280925 2.747214 -0.611502 0.0761 -0.0178 0.0780 0.38
C -3.729698 3.754693 -1.373423 -0.1020 -0.1366 0.0555 -0.28
C -2.510152 4.295308 -1.001520 -0.0316 -0.0918 0.0988 -0.20
C -1.872963 3.825777 0.129459 -0.0283 -0.0956 0.0694 -0.28
C -2.449582 2.819444 0.884961 0.0198 0.0959 -0.0106 0.34
F -1.779833 2.418929 1.992667 -0.1826 0.0276 -0.0842 -0.33
H -0.924792 4.225382 0.451139 0.0992 0.0132 0.0616 0.24
H -2.061389 5.078060 -1.590335 0.0455 0.0822 -0.0573 0.22
H -4.257499 4.096169 -2.248889 -0.0893 0.0049 -0.0830 0.23
F -5.461730 2.219119 -0.979769 0.1475 0.0136 0.0989 -0.31
H -4.486687 -0.223811 2.511977 0.1503 0.1246 -0.0224 0.22
H -3.439793 1.103416 3.057164 -0.0749 -0.1053 -0.1670 0.21
C 1.950212 -2.889092 -1.222766 0.2032 0.2357 -0.2775 -0.21
C 3.300255 -2.199206 -1.014035 -0.0855 -0.2394 -0.2663 -0.42
C 4.260950 -2.540030 -2.150650 0.1168 0.1271 0.1521 -0.38
C 5.648251 -1.891615 -2.054367 -0.1233 -0.1700 -0.1891 -0.21
C 5.601989 -0.354695 -1.936294 -0.0037 0.0188 0.0306 -0.41
C 6.021720 -0.044450 -0.501138 0.1419 0.0824 -0.0870 -0.40
H 5.176011 -0.162272 0.177520 -0.0656 0.0132 0.0678 0.19
C 7.069007 -1.115373 -0.216234 -0.0828 -0.0394 0.1372 -0.40
H 8.002262 -0.858500 -0.720318 0.0690 0.0261 0.0046 0.19
H 7.275427 -1.234116 0.846809 0.1021 0.0137 0.0282 0.21
C 6.465142 -2.375170 -0.837791 0.1530 0.0194 -0.0734 -0.41
H 7.232152 -3.092518 -1.127674 -0.0272 -0.0944 0.0330 0.21
H 5.813888 -2.864842 -0.114479 -0.0289 -0.0742 0.0574 0.19
H 6.412675 0.966368 -0.391110 -0.0575 0.0610 0.0706 0.21
H 6.323264 0.087853 -2.625121 -0.0138 0.0499 -0.0296 0.20
H 4.620882 0.046894 -2.182396 -0.0609 0.0736 -0.0916 0.21
H 6.178239 -2.162495 -2.972616 -0.0142 0.0209 0.0567 0.21
H 4.391389 -3.625154 -2.191286 -0.0391 -0.0730 -0.0679 0.20
H 3.802674 -2.230570 -3.093053 -0.0484 -0.0608 -0.0693 0.20
H 3.128503 -1.123314 -0.975410 -0.0147 0.0852 0.0723 0.21
H 3.717766 -2.510885 -0.055393 0.0180 0.0510 0.0944 0.19
H 1.509336 -2.550851 -2.163280 0.0926 -0.1419 0.0979 0.24
H 2.078611 -3.975211 -1.261170 -0.0286 0.0411 0.0169 0.19
H 1.655358 -2.517331 1.832609 0.0311 -0.1264 0.0434 0.21
H 0.255846 -3.539883 1.524016 0.1523 -0.0647 0.0179 0.23
H 1.859853 -4.061234 0.975287 0.0086 0.0128 -0.0417 0.20
```
Positions in Å, forces in eV/Å.

Output
Net charge: 0
Total energy: -35685.57937 eV
Kohn-Sham gap: 0.36316 Eh
Energy relative to the best compared isomer or geometry (same formula, charge and spin): 4.3 kcal/mol
2S+1: 1
SMILES string: CN(CCCC1CCCC1)C(=O)c1cc(COc2c(F)cccc2F)on1